# 1
Molecular formula: C47H59IrN7O4PS
Method: DFT, ωB97M-V with the def2-TZVPD basis set

Results
**Spin multiplicity**: 1
**Total charge**: +2

Geometry as XYZ:
```
120
C47H59IrN7O4PS ωB97M-V with the def2-TZVPD basis set
N 0.3595 2.5126 -4.2991
C -0.8499 -1.3161 -2.8441
C 6.9407 -2.7382 -0.3208
H -3.1682 1.2432 3.6628
C -5.1342 -0.8872 -0.8446
C 2.3730 2.3214 0.7346
C 3.6680 1.9858 2.7104
H -1.9159 -2.3217 -4.3946
C -1.1378 1.7028 4.1703
C -0.3205 3.6247 -3.9467
H -4.1919 -1.3214 5.4224
O -0.6647 0.7105 1.1341
C -3.3023 1.0395 0.5250
H 3.6768 -0.0788 3.3909
C -2.7947 3.1981 2.9443
C -0.8992 -1.8347 4.5255
H 0.7500 2.6382 4.5884
H -1.9446 -4.4956 -3.1587
C -3.6421 -0.8902 -1.1575
H -5.5645 -1.8698 -1.0399
C -3.0154 0.4734 -0.8794
H 4.5302 -4.1079 -2.2736
C 3.4538 -1.8325 -6.4953
C -3.5722 -1.2433 3.3796
H 1.9796 2.9414 -0.0565
C -5.3696 -0.4875 0.6071
C -2.3439 -1.0878 2.4522
H -0.4777 -0.8926 4.8833
Ir 0.7767 0.0656 -0.5958
C 0.4817 -2.6294 0.3383
H -0.7980 -0.3722 -3.3587
C -1.4745 -3.6200 -2.7301
C -0.0472 2.7191 3.8469
H -3.0989 2.1143 0.4567
H -0.8234 -4.5903 -0.8950
H -0.7080 0.7032 4.2003
H -2.9522 -0.1183 5.1407
H 0.5969 3.1809 -6.2589
H -2.1133 5.2170 2.6689
C 2.3830 -2.5157 -5.9360
H -4.3747 -0.5566 3.1043
H 1.6862 -3.0483 -6.5703
H 1.8234 2.0120 -5.7192
H 4.6233 -0.2577 -0.3748
N 0.3475 1.7233 -2.0331
C 6.2887 -3.6725 -1.1190
C -1.1052 -1.8298 3.0108
C 2.5032 0.1991 1.6527
O 2.6646 -2.0930 2.2507
C 3.3209 0.6430 2.6675
H -2.0159 -2.0800 6.3580
O 0.4076 -3.6065 1.0320
H -4.9602 1.1755 1.9487
H -5.3410 1.6263 0.3086
H -1.5249 1.9017 5.1745
P -2.0572 0.5969 1.7909
C 5.1016 -1.2077 -0.5780
H -3.3249 3.4907 3.8564
N -0.2745 -1.3748 -1.6413
H -1.1295 3.9317 -0.2321
H 3.4566 3.8825 1.7090
H 4.3063 2.3634 3.4986
C -0.2792 -2.5485 -0.9719
C -4.7882 0.8938 0.9069
H -1.1786 4.0400 1.7679
C -0.3075 2.8546 -1.7010
N -0.6138 3.0932 -0.4328
H 7.9123 -2.9724 0.0948
H 4.9456 -0.6924 -3.6709
H -3.1458 -1.6700 -0.5658
C 2.1417 -1.2712 1.5503
H -0.2108 -1.4588 2.5206
H -5.6437 -0.1816 -1.5099
C -3.2689 -1.1325 4.8719
H -0.5614 4.3159 -4.7431
H -3.4194 1.1904 -1.6040
H -1.0585 4.3753 4.7778
H -4.9234 -1.2486 1.2535
C -2.1885 -2.1235 5.2821
C -0.6720 3.8367 -2.6654
H -2.5951 -1.5951 1.5112
H -1.2126 4.7218 -2.3680
H -0.5708 2.3624 0.2867
N 1.2132 -1.4818 0.5494
H 6.8614 -0.7893 0.5717
C 4.2190 -1.1795 -4.3117
S 2.8382 -1.8467 -2.0219
C 4.4731 -2.1467 -1.3748
H 0.3964 2.4766 2.8726
H 3.5867 -1.8301 -7.5695
C 3.1973 2.8332 1.7215
H 0.1729 4.8667 3.6279
C 3.1355 -1.8573 -3.7671
C 0.7235 1.5480 -3.3604
H -3.5416 3.2551 2.1511
C -1.6797 4.2170 2.7208
H -3.9707 -2.2477 3.2025
C -1.4609 -2.4182 -3.4184
C -0.6140 4.1319 3.8072
C -0.8656 -3.6834 -1.4840
C 2.2151 -2.5273 -4.5589
N 2.4676 -0.3354 -1.5916
H 2.8141 0.3735 -2.2251
O 1.3444 0.5738 -3.7452
N 2.0233 1.0338 0.7105
H 0.1973 1.4533 -6.1168
C 6.3510 -1.5124 -0.0513
H -1.9390 0.4427 -1.0512
H 5.2127 -0.6524 -6.1314
C 4.3707 -1.1668 -5.6873
C 0.7704 2.2728 -5.6886
C -2.3220 1.7505 3.1839
H -1.2099 -2.8692 2.6990
H -2.5285 -3.1408 5.0582
H -3.4774 -1.1477 -2.2064
H 6.7496 -4.6301 -1.3235
H -0.1482 -2.5958 4.7467
H 1.3874 -3.0598 -4.1041
H -6.4363 -0.4772 0.8350
C 5.0441 -3.3826 -1.6514
```

# 2
Molecular formula: C72H180N12O24
Method: DFT, ωB97M-V with the def2-TZVPD basis set

Results
**Spin multiplicity**: 1
**Total charge**: 0
**SMILES**: COCCNCCOC.COCCNCCOC.COCCNCCOC.COCCNCCOC.COCCNCCOC.COCCNCCOC.COCCNCCOC.COCCNCCOC.COCCNCCOC.COCCNCCOC.COCCNCCOC.COCCNCCOC

Geometry as XYZ:
```
288
C72H180N12O24 ωB97M-V with the def2-TZVPD basis set
H 6.6986 -26.2828 -17.5659
H 17.6045 -23.9613 -16.4821
H 12.9961 -19.8735 -9.3485
H 17.7712 -24.0768 -21.7062
H 10.5639 -27.6501 -16.3419
H 19.8784 -13.4102 -11.5587
H 18.7434 -18.7984 -12.3453
H 9.4881 -20.1892 -23.0986
C 15.1987 -22.0923 -19.2628
H 8.9433 -29.3580 -15.2459
C 15.7847 -27.4682 -16.0484
H 15.5367 -24.1615 -11.3226
O 18.0713 -20.5984 -11.6124
O 19.8230 -24.3492 -12.9955
H 15.8155 -27.0054 -9.7752
H 9.7147 -21.6962 -11.8785
H 14.4926 -24.2871 -9.1668
H 17.0995 -12.7962 -10.4830
H 17.2644 -17.5441 -15.1814
H 16.6383 -23.0490 -26.0990
C 8.8624 -23.7989 -21.9748
C 14.1616 -28.1048 -10.7031
H 12.7425 -19.1058 -14.3568
H 22.5479 -17.9253 -9.2687
O 21.8661 -19.6774 -10.1406
C 20.2404 -22.4311 -9.0366
H 13.6621 -27.4627 -18.3248
H 11.8020 -27.7914 -12.0034
H 11.3072 -28.6298 -7.4240
O 22.4641 -25.1044 -6.8748
H 22.8762 -25.5201 -8.9107
H 13.7812 -26.2497 -11.5107
H 23.1550 -18.4013 -14.8900
C 12.3771 -19.8673 -12.3740
H 19.0289 -22.9027 -14.9876
C 21.9139 -18.7921 -9.0534
H 10.5493 -26.4905 -19.3684
H 9.7885 -29.1432 -8.1810
H 11.9467 -21.9561 -9.3015
N 10.6986 -28.1501 -15.4792
H 12.0712 -29.2758 -14.3806
C 9.3290 -22.6781 -11.5665
H 16.5297 -22.8354 -6.6490
H 16.1424 -20.7185 -16.4821
C 18.8927 -15.3133 -12.8224
H 18.9234 -11.1119 -4.7800
O 16.0780 -27.3035 -11.8082
H 14.3732 -21.9540 -15.7998
H 3.5088 -19.8213 -12.0707
H 14.9214 -21.2084 -10.7989
H 11.2881 -26.9457 -9.0518
H 11.3878 -24.0770 -12.3267
H 7.2661 -22.4461 -11.9693
C 22.3809 -23.4630 -8.6014
H 7.6407 -23.5440 -10.7062
H 21.4131 -23.9166 -11.6439
H 22.3982 -26.7251 -5.6169
O 13.7606 -25.2580 -13.0781
C 13.2209 -28.4225 -18.6271
H 4.9181 -22.0281 -11.1376
C 15.0386 -23.5158 -12.0575
O 16.7066 -19.3531 -7.6539
C 18.9670 -23.2420 -12.8262
H 16.1609 -28.6599 -10.2263
C 20.6053 -24.6225 -11.8570
H 10.2749 -23.7112 -20.4219
H 16.3863 -21.8545 -8.1138
H 22.2464 -19.4989 -15.9988
H 19.1754 -22.9678 -23.4014
C 18.9934 -10.4409 -5.6417
H 8.4960 -25.9981 -20.4860
H 9.4907 -28.5251 -13.7689
N 17.2134 -23.8390 -14.3855
H 15.5920 -21.0845 -19.1153
C 8.9786 -25.1444 -20.0018
H 10.1112 -27.4826 -10.2334
H 19.9974 -19.9868 -11.7542
H 9.7030 -25.0015 -16.3775
C 12.8248 -28.9035 -16.3890
C 14.3400 -20.9310 -15.4298
H 22.3412 -19.2919 -8.1742
O 4.3362 -20.2912 -10.1949
H 23.1878 -21.1084 -9.5721
C 10.5971 -18.8318 -11.2606
H 5.8396 -20.4709 -11.5157
H 23.9457 -25.9136 -5.6624
H 14.7670 -27.5351 -15.6619
C 12.8796 -20.3034 -8.3473
H 9.0177 -26.3348 -14.8008
H 14.2849 -21.9188 -19.8404
H 17.9605 -21.8675 -13.9947
O 18.2272 -14.5514 -11.8411
H 14.4313 -21.4327 -13.4820
H 8.2987 -21.6861 -9.2549
H 16.3585 -28.2769 -15.5878
H 16.1797 -17.4185 -7.2131
H 19.6151 -12.7508 -6.7309
H 18.0462 -10.4551 -6.1824
H 12.0361 -22.1103 -7.5087
H 11.7652 -20.7708 -12.4859
O 11.5091 -18.7450 -12.3229
N 9.7546 -24.3776 -20.9797
H 18.1290 -11.4441 -10.7821
H 10.1218 -19.8198 -11.2094
C 18.1505 -12.5203 -10.6064
H 8.6485 -20.7785 -21.5909
H 16.4598 -22.0576 -10.3628
H 19.9570 -15.3912 -12.5670
H 21.0582 -25.6013 -12.0273
H 2.5972 -19.2880 -10.6433
H 6.0448 -22.2929 -9.0939
C 7.0956 -26.1866 -16.5545
C 22.7185 -20.3318 -14.0839
H 7.5049 -25.1767 -16.4346
N 13.7217 -20.9856 -14.0909
C 12.5694 -21.7991 -8.4101
H 11.4031 -26.3052 -11.4790
O 9.4129 -23.6430 -12.5666
C 23.0909 -26.2085 -6.2829
C 8.4875 -27.2719 -15.0035
H 19.0112 -10.6910 -8.8448
C 16.2813 -22.9183 -19.9525
H 20.5844 -24.0105 -7.7811
C 5.3565 -21.0999 -10.7595
H 17.8600 -19.1236 -14.6641
H 13.7000 -20.3616 -16.1068
H 17.2170 -25.6840 -11.3234
H 15.9384 -23.9589 -20.0487
H 11.0599 -30.2971 -8.1096
C 15.6176 -27.7595 -10.5483
H 10.4389 -23.4705 -23.4027
H 21.8741 -21.0296 -14.1397
O 14.8904 -22.6413 -17.9983
H 14.9487 -24.9683 -15.4155
H 20.5080 -22.1662 -10.0627
H 17.1797 -22.9399 -19.3326
C 14.7107 -24.2455 -13.3481
H 19.5219 -22.3695 -12.4671
N 18.8503 -12.8164 -9.3292
C 18.8115 -13.2570 -11.7500
H 17.6028 -24.7663 -14.2210
C 13.5339 -23.8979 -8.8289
H 20.9372 -18.4247 -8.7436
H 13.3434 -27.9930 -16.0622
C 19.0250 -19.5325 -11.5891
C 16.7253 -20.2081 -11.3880
H 16.1874 -23.0499 -16.0913
H 18.2854 -21.6619 -9.4708
H 13.6143 -29.6632 -16.4123
H 23.4568 -26.9676 -6.9816
N 7.7407 -21.5075 -10.0780
H 9.9900 -22.9634 -10.7287
C 18.1673 -22.5800 -23.2131
H 18.5305 -16.3406 -12.8431
H 18.9945 -19.1968 -10.5462
C 9.4300 -28.4549 -14.8617
H 13.2198 -25.4280 -15.0824
H 11.1977 -25.9143 -16.5653
N 20.9444 -23.6496 -8.6551
H 10.1390 -19.9221 -21.5004
H 15.5826 -25.0597 -17.0522
H 11.0502 -22.9321 -13.6719
H 12.9474 -23.3583 -18.1241
C 13.5470 -26.0317 -14.2292
C 17.8423 -22.9849 -21.7736
H 15.8100 -27.7109 -17.1154
N 14.0345 -20.0315 -7.4909
H 17.8041 -19.9021 -5.9668
C 11.7077 -29.1834 -15.4089
H 15.7722 -18.5111 -5.9252
O 18.2582 -22.7790 -7.7199
H 15.6508 -24.6776 -13.7117
N 16.6571 -22.3416 -21.2323
O 8.0577 -27.1905 -16.3713
H 2.6325 -20.9820 -11.0937
H 14.4675 -18.3163 -8.6652
H 24.1056 -24.6619 -8.0392
O 11.4261 -28.9304 -9.4930
H 18.6960 -22.6311 -21.1907
H 14.4741 -26.5428 -14.5251
H 9.0761 -22.4079 -23.6347
H 22.8010 -23.2226 -9.5778
H 18.5813 -20.2227 -7.5202
H 13.3034 -24.4254 -7.8954
H 14.0364 -28.6444 -11.6491
H 18.2964 -13.5152 -8.8475
C 7.8939 -22.5380 -11.0817
H 13.7626 -17.9997 -7.0660
H 20.8784 -12.0595 -7.7655
H 14.7593 -20.6633 -7.8147
H 14.1517 -24.4469 -18.7612
O 16.5383 -26.3217 -15.7305
H 14.0695 -29.1196 -18.6106
H 11.3459 -24.2257 -16.4287
H 16.6336 -22.4098 -12.8173
H 19.7787 -17.1635 -14.7431
H 17.4030 -21.6049 -25.4859
O 12.2512 -28.8407 -17.6827
H 18.3939 -23.4571 -9.5883
H 7.6058 -27.3875 -14.3676
H 8.3244 -24.5125 -22.5934
C 17.2251 -18.6130 -15.3980
H 10.5422 -24.5754 -13.9056
H 16.6930 -19.5203 -10.5365
H 9.2386 -26.3579 -18.2340
H 17.8389 -11.5273 -7.9614
C 16.8613 -22.7439 -7.6814
C 22.3492 -19.1424 -14.9654
H 14.0625 -19.0319 -13.2278
O 21.1072 -18.6259 -14.5555
C 9.6941 -22.8831 -22.8642
H 15.8765 -22.2239 -21.8599
C 15.8456 -18.4450 -7.0156
H 22.2357 -19.2367 -12.4712
C 17.4260 -22.7024 -25.4350
C 23.0970 -20.3527 -10.3620
C 9.5990 -20.6447 -22.1134
C 11.1586 -27.6020 -9.9190
O 20.0589 -10.6983 -6.5294
O 13.7611 -22.5210 -8.6687
H 11.0910 -18.7175 -10.2838
C 13.9787 -23.7045 -17.9758
C 18.3139 -22.8888 -14.1585
H 9.8513 -18.0433 -11.3306
C 20.7637 -17.3855 -15.1410
H 13.0137 -19.9134 -11.4849
H 6.2735 -20.5437 -8.9535
H 14.0729 -23.2378 -11.6179
H 8.1545 -23.1283 -21.4648
H 18.1907 -21.4822 -23.2248
N 13.3686 -26.8752 -10.8178
C 17.3187 -26.6476 -11.8378
H 18.7189 -12.7030 -12.6930
H 22.1133 -21.5344 -11.8191
H 21.4503 -16.6296 -14.7340
H 13.9117 -28.7251 -9.8444
H 23.8728 -21.6183 -11.9093
O 17.2001 -23.0653 -24.0909
H 8.2094 -24.5168 -19.5309
H 11.2160 -30.1414 -15.6352
H 12.7470 -28.3410 -19.5996
C 17.9358 -19.5274 -6.9851
C 15.9293 -21.4760 -11.1239
H 19.9488 -24.7497 -10.9912
C 3.2409 -20.0696 -11.0384
H 16.3672 -19.7394 -12.3139
C 9.8472 -25.7723 -18.9310
C 15.7743 -20.4170 -15.4920
H 18.3983 -23.0856 -25.7599
H 18.1005 -27.2108 -11.3087
H 22.6135 -22.6998 -7.8436
C 19.9106 -11.8665 -7.3099
C 18.8319 -11.6756 -8.4035
C 13.2727 -19.6961 -13.6110
H 18.1627 -23.5070 -12.1293
H 18.7821 -14.8707 -13.8170
C 23.0157 -24.7687 -8.1228
C 10.6946 -23.8210 -13.1329
H 23.9303 -19.6512 -10.2443
C 11.9873 -27.1609 -11.1135
H 12.0119 -19.8073 -7.9002
H 18.4637 -18.5632 -7.0131
H 19.1158 -9.4397 -5.2306
C 14.4479 -18.6477 -7.6175
H 6.2285 -26.2735 -15.8890
O 10.3327 -21.8458 -22.1417
H 12.8440 -26.8349 -14.0098
H 17.6223 -18.7609 -16.4072
C 10.6870 -24.9820 -16.8618
H 12.7298 -24.1169 -9.5376
N 22.9982 -19.8573 -12.7294
H 16.4606 -23.5546 -8.3106
N 15.7532 -22.2827 -12.3269
O 15.8921 -19.0348 -15.2390
H 14.2815 -23.5714 -14.0961
H 20.8875 -17.3180 -16.2238
H 17.7051 -26.5313 -12.8483
H 13.9472 -24.2106 -17.0107
C 23.0341 -20.9367 -11.7580
O 10.6115 -24.7930 -18.2389
H 20.4945 -21.6210 -8.3374
H 16.3507 -20.9638 -14.7355
C 18.7336 -22.5648 -9.0500
C 16.7645 -23.9152 -15.7686
C 15.8687 -25.1102 -15.9937
H 23.6498 -20.7222 -14.4960
C 10.8825 -29.2280 -8.2345
C 6.3458 -21.3892 -9.6385
```

# 3
Molecular formula: C6H9O3S
Method: DFT, ωB97M-V with the def2-TZVPD basis set

Results
**Spin multiplicity**: 1
**Total charge**: -1

Geometry as XYZ:
```
19
C6H9O3S ωB97M-V with the def2-TZVPD basis set
H -0.6072 -1.7653 1.7296
S -2.5635 -0.8320 0.5408
H 1.1689 -1.6452 1.7667
H -1.1511 0.3287 -2.7567
O -2.9776 -1.3798 -0.7794
O -0.9338 2.5185 -0.6456
C 1.4643 0.6780 0.4847
H 1.2718 1.5578 -0.1219
H -2.6964 0.2530 -1.9320
C -1.8588 0.9125 -2.1689
H 2.1159 0.0016 -0.0796
H -2.1890 1.7777 -2.7424
O -3.5280 0.1552 1.0699
C -1.0271 0.2726 0.0648
C -1.2027 1.3400 -0.8789
H 0.1830 -0.6749 2.8651
C 0.2316 -1.0903 1.8564
C 0.1785 0.0009 0.8416
H 1.9975 0.9786 1.3869
```

Energy, respectively: -91273.59126, -144586.91375, -23345.79722 eV.
ΔE to the lowest compared entry with this formula, charge and spin, respectively: 2.29, 14.03, 0.00 kcal per mole.